Version one
{
  "formula": "C2H7O",
  "method": "the ωB97M-V functional and the def2-TZVPD basis",
  "species": ["O", "H", "C", "C", "H", "H", "H", "H", "H", "H"],
  "xyz": [[-0.14, 0.81, 2.31], [-0.19, 1.72, 2.67], [0.82, -0.29, -0.51], [-0.69, -0.39, -0.76], [1.30, -1.23, -0.79], [1.06, -0.03, 0.52], [1.21, 0.46, -1.21], [-1.14, 0.41, -0.15], [-1.16, -0.11, -1.71], [-1.07, -1.34, -0.39]],
  "charge": -1,
  "e_homo_ev": -2.14,
  "lumo_ha": 0.1694,
  "spin_multiplicity": 1
}

---

Version two
{
  "formula": "C2H7O",
  "method": "the ωB97M-V functional and the def2-TZVPD basis",
  "species": ["O", "H", "C", "C", "H", "H", "H", "H", "H", "H"],
  "xyz": [[0.87, -1.03, 1.79], [0.99, -1.02, 2.75], [-0.80, -0.25, -0.71], [0.35, 0.72, -0.47], [-1.05, -0.46, -1.76], [-0.83, -1.19, -0.15], [-1.72, 0.10, -0.23], [0.51, 1.51, -1.23], [1.35, 0.29, -0.46], [0.34, 1.32, 0.46]],
  "charge": -1,
  "e_homo_ev": -2.04,
  "lumo_ha": 0.1712,
  "spin_multiplicity": 1
}

---

Which structure wins on stability? version one wins.

---

Version one
{
  "formula": "C3H8NO2",
  "method": "the ωB97M-V functional and the def2-TZVPD basis",
  "species": ["C", "C", "C", "N", "O", "O", "H", "H", "H", "H", "H", "H", "H", "H"],
  "xyz": [[-1.60, -1.19, -0.05], [-1.76, 0.20, 0.24], [1.59, 0.33, 0.04], [2.91, 0.64, 0.10], [-2.20, 1.31, -0.28], [1.13, -0.76, -0.39], [-2.16, -1.74, -0.80], [-1.16, -1.81, 0.74], [-1.20, 0.61, 1.18], [0.81, 1.00, 0.46], [3.23, 1.51, 0.37], [3.63, -0.03, -0.21], [-2.77, 1.21, -1.07], [-0.45, -1.27, -0.31]],
  "charge": 1,
  "e_homo_ev": -14.54,
  "lumo_ha": -0.1859,
  "spin_multiplicity": 1
}

---

Version two
{
  "formula": "C3H8NO2",
  "method": "the ωB97M-V functional and the def2-TZVPD basis",
  "species": ["O", "C", "O", "H", "H", "C", "C", "N", "H", "H", "H", "H", "H", "H"],
  "xyz": [[-0.68, 1.73, -0.53], [-1.32, 1.56, -1.52], [-1.53, 0.31, -2.05], [-2.08, 2.28, -1.82], [-1.88, 0.44, -2.93], [1.68, -0.34, 1.61], [0.00, -0.99, 0.03], [0.45, -1.11, 1.22], [1.46, 0.33, 2.44], [2.48, -1.05, 1.83], [1.92, 0.22, 0.72], [0.42, -0.19, -0.56], [-0.93, -1.44, -0.30], [0.00, -1.74, 1.87]],
  "charge": 1,
  "e_homo_ev": -14.98,
  "lumo_ha": -0.1721,
  "spin_multiplicity": 1
}

---

Version three
{
  "formula": "C3H8NO2",
  "method": "the ωB97M-V functional and the def2-TZVPD basis",
  "species": ["O", "C", "O", "H", "H", "C", "C", "N", "H", "H", "H", "H", "H", "H"],
  "xyz": [[0.63, 0.88, 1.34], [1.76, 1.42, 1.65], [2.14, 2.70, 1.74], [2.67, 0.82, 1.72], [2.77, 2.72, 2.50], [-0.39, -1.79, -1.30], [-2.20, -0.17, -0.87], [-1.00, -0.62, -0.54], [-0.73, -2.66, -0.77], [0.67, -1.55, -1.15], [-0.54, -1.72, -2.42], [-2.78, -0.92, -1.40], [-2.56, 0.90, -0.55], [-0.44, 0.00, 0.07]],
  "charge": 1,
  "e_homo_ev": -14.80,
  "lumo_ha": -0.1844,
  "spin_multiplicity": 1
}

---

Version four
{
  "formula": "C3H8NO2",
  "method": "the ωB97M-V functional and the def2-TZVPD basis",
  "species": ["C", "C", "C", "N", "O", "O", "H", "H", "H", "H", "H", "H", "H", "H"],
  "xyz": [[0.66, 0.97, -0.32], [0.72, -0.60, -0.42], [-0.66, -0.70, 0.40], [-0.72, 0.86, 0.30], [1.76, -1.14, 0.27], [-1.64, -1.35, -0.27], [1.38, 1.36, 0.38], [0.54, 1.76, -1.19], [0.42, -1.29, -1.25], [-0.64, -0.87, 1.42], [-0.94, 1.28, 1.27], [-1.50, 1.29, -0.25], [2.57, -1.34, -0.18], [-1.89, -2.18, 0.23]],
  "charge": 1,
  "e_homo_ev": -15.19,
  "lumo_ha": -0.1307,
  "spin_multiplicity": 1,
  "smiles": "O[C@@H]1C[NH2+][C@H]1O"
}

---

Which structure wins on stability? version two wins.

---

Version one
{
  "formula": "H39O20",
  "method": "the ωB97M-V functional and the def2-TZVPD basis",
  "species": ["O", "H", "O", "H", "H", "O", "H", "H", "O", "H", "H", "O", "H", "H", "O", "H", "H", "O", "H", "H", "O", "H", "H", "O", "H", "H", "O", "H", "H", "O", "H", "H", "O", "H", "H", "O", "H", "H", "O", "H", "H", "O", "H", "H", "O", "H", "H", "O", "H", "H", "O", "H", "H", "O", "H", "H", "O", "H", "H"],
  "xyz": [[1.09, 2.71, -1.30], [-3.96, -0.90, 3.00], [3.64, 3.40, 2.46], [3.52, 2.85, 1.70], [3.99, 2.86, 3.17], [-3.42, -1.61, -1.60], [-0.72, -2.86, 3.51], [-4.07, -1.61, -2.25], [-3.36, -1.02, 1.18], [-4.04, -0.48, 0.89], [-1.42, -2.63, -1.11], [-1.47, -1.97, -0.46], [3.80, 3.14, -0.19], [-2.48, -1.32, -1.60], [-1.86, 0.06, -5.10], [1.14, 1.79, -1.31], [-3.29, -1.61, 0.30], [3.18, -1.42, 1.15], [3.13, -0.96, 0.33], [2.17, -1.52, 1.19], [3.58, -0.32, -3.69], [-2.32, -0.75, -5.12], [-0.18, -1.23, 2.25], [-1.89, 3.45, -0.81], [-2.21, 2.84, -0.20], [-1.38, 2.97, -1.47], [0.28, -3.94, 0.40], [0.50, -3.76, -0.54], [0.32, -3.12, 0.91], [3.71, 2.26, 0.19], [-0.07, 0.80, 0.60], [2.86, 2.14, -0.33], [-4.18, -1.32, 3.84], [2.27, 2.14, 4.66], [-0.90, 0.02, -5.29], [0.77, 0.50, 0.26], [0.62, -0.39, 1.08], [3.59, 0.64, -3.83], [-1.36, -3.43, 3.08], [3.64, -0.80, -4.47], [-0.96, -3.42, 2.18], [2.05, -2.82, 2.65], [2.86, -3.43, 2.63], [1.37, -3.49, 2.48], [-0.56, -0.39, -2.23], [-0.79, -0.72, -1.29], [0.62, 4.45, -2.69], [1.78, 2.28, 5.47], [-1.36, 0.12, -2.44], [0.94, 2.68, 5.32], [0.28, -1.61, 1.53], [-0.95, -2.23, 0.40], [-3.50, -2.03, 3.72], [-2.55, 1.25, -3.04], [-2.63, 2.20, -2.95], [-2.10, 1.20, -3.88], [0.43, 3.99, -3.46], [0.57, 3.10, -3.04], [0.83, 3.02, -0.46]],
  "charge": -1,
  "e_homo_ev": -6.72,
  "lumo_ha": 0.0729,
  "spin_multiplicity": 1
}

---

Version two
{
  "formula": "H39O20",
  "method": "the ωB97M-V functional and the def2-TZVPD basis",
  "species": ["O", "H", "O", "H", "H", "O", "H", "H", "O", "H", "H", "O", "H", "H", "O", "H", "H", "O", "H", "H", "O", "H", "H", "O", "H", "H", "O", "H", "H", "O", "H", "H", "O", "H", "H", "O", "H", "H", "O", "H", "H", "O", "H", "H", "O", "H", "H", "O", "H", "H", "O", "H", "H", "O", "H", "H", "O", "H", "H"],
  "xyz": [[0.55, 2.05, -0.51], [2.23, 3.52, -1.27], [-3.23, 2.61, 2.37], [-2.87, 2.39, 1.50], [-2.55, 2.83, 3.01], [-1.38, -0.58, 1.52], [2.95, -0.36, -1.07], [-2.19, -0.51, 2.02], [-0.76, -0.07, 4.85], [-0.92, -0.96, 5.19], [4.15, 0.66, 2.52], [5.10, 0.52, 2.47], [0.14, -1.61, -0.58], [-1.47, -1.20, 0.79], [-5.47, -1.76, -2.14], [0.51, 2.99, -0.75], [-1.32, 0.00, 4.05], [0.49, 1.17, -2.91], [0.24, 1.30, -1.92], [0.25, 0.29, -3.21], [-1.79, -1.42, -1.79], [-5.10, -1.18, -1.45], [1.27, -0.83, -4.90], [1.15, -5.33, 1.54], [0.29, -5.00, 1.21], [1.57, -4.48, 1.33], [-2.11, -4.75, -0.39], [-1.99, -5.36, -1.13], [-3.07, -4.70, -0.32], [0.98, -2.01, -0.38], [1.74, 0.06, 3.73], [1.39, -2.52, -1.09], [1.61, 4.17, -1.63], [-4.83, 1.00, 0.97], [-4.88, -2.52, -2.16], [1.64, -0.57, 3.02], [0.75, -0.37, 2.67], [-2.15, -0.76, -1.21], [3.24, -0.61, -2.00], [-1.71, -1.35, -2.75], [3.12, 0.33, -2.20], [2.78, 1.22, -0.23], [3.34, 1.00, 0.51], [1.59, 1.60, -0.24], [-0.31, 2.48, 2.65], [-0.21, 2.32, 1.70], [5.38, 1.29, 1.96], [-4.49, 0.10, 0.91], [0.51, 2.59, 3.13], [-3.52, 0.17, 1.12], [0.52, -1.37, -4.60], [1.03, -1.74, -3.86], [1.49, 3.84, -2.53], [4.17, 2.43, -2.21], [4.17, 1.98, -3.06], [3.69, 1.92, -1.50], [-2.00, 1.71, 0.09], [-1.06, 1.73, -0.21], [-2.64, 1.63, -0.62]],
  "charge": -1,
  "e_homo_ev": -7.00,
  "lumo_ha": 0.0690,
  "spin_multiplicity": 1
}

---

Which structure wins on stability? version two wins.

---

Version one
{
  "formula": "C5H5NO2",
  "method": "the ωB97M-V functional and the def2-TZVPD basis",
  "species": ["C", "C", "C", "C", "C", "H", "H", "H", "H", "H", "N", "O", "O"],
  "xyz": [[-1.54, -0.97, -0.20], [-0.31, -0.56, 0.01], [2.08, -0.62, 0.10], [1.77, 0.77, -0.21], [0.31, 0.87, -0.17], [-1.89, 0.76, 0.22], [-1.77, -2.17, -0.55], [0.93, -2.38, 1.21], [2.87, -1.25, 0.50], [2.36, 1.62, -0.39], [0.86, -1.32, -0.08], [-2.52, 0.01, 0.09], [-0.27, 1.95, 0.20]],
  "e_homo_ev": -8.53,
  "lumo_ha": -0.0391,
  "spin_multiplicity": 1
}

---

Version two
{
  "formula": "C5H5NO2",
  "method": "the ωB97M-V functional and the def2-TZVPD basis",
  "species": ["C", "C", "C", "C", "C", "H", "H", "H", "H", "H", "N", "O", "O"],
  "xyz": [[1.22, -1.48, 0.95], [0.29, -0.50, 0.42], [-0.71, 1.56, 0.41], [-0.76, 1.09, -0.88], [-0.51, -0.23, -0.89], [1.61, -3.04, -0.52], [1.86, -1.53, 1.79], [-1.30, 2.98, -0.21], [-1.34, 1.51, -1.75], [-0.74, -1.00, -1.79], [-1.04, 2.72, 0.83], [1.63, -2.71, 0.45], [-0.20, 0.65, 1.19]],
  "e_homo_ev": -8.36,
  "lumo_ha": -0.0064,
  "spin_multiplicity": 1,
  "smiles": "[H]/N=C1C=C/C(=C\\O)O\\1"
}

---

Version three
{
  "formula": "C5H5NO2",
  "method": "the ωB97M-V functional and the def2-TZVPD basis",
  "species": ["C", "C", "C", "C", "C", "N", "O", "O", "H", "H", "H", "H", "H"],
  "xyz": [[0.52, -0.34, -0.64], [-0.02, -0.17, 0.71], [-0.13, 0.68, -1.66], [-0.43, 1.19, 1.14], [-0.36, -1.25, 1.43], [1.48, -1.12, -1.01], [0.58, 1.33, -2.39], [-1.34, 1.40, 1.94], [1.75, -0.94, -1.98], [-1.23, 0.60, -1.74], [0.20, 2.01, 0.76], [-0.14, -2.25, 1.08], [-0.88, -1.15, 2.38]],
  "e_homo_ev": -10.09,
  "lumo_ha": -0.0273,
  "spin_multiplicity": 1,
  "smiles": "[H]/N=C(\\C=O)C(=C)C=O"
}

---

Which structure wins on stability? version three wins.